1.
Formula: C49H59BBrN10O2PdS3
Source: the Open Molecules 2025 dataset
Level of theory: ωB97M-V/def2-TZVPD

```
126
Properties=species:S:1:pos:R:3:forces:R:3
Pd -0.300175 0.438036 0.068568 0.553 -0.077 -0.135
C -0.795184 1.397417 5.183391 -0.048 -0.093 -0.269
C -2.029223 0.502923 5.224975 0.142 0.069 0.359
C -1.835203 -0.563987 6.307061 -0.011 0.011 -0.116
C -3.235435 1.389524 5.545037 -0.023 -0.076 -0.025
N -2.324428 -0.239337 3.950476 0.074 -0.051 -0.517
C -3.562587 -0.836447 3.816713 -0.133 0.011 0.107
C -3.510271 -1.675894 2.770994 -0.160 -0.146 -0.049
N -2.246355 -1.627722 2.227009 0.098 0.376 0.185
B -1.803407 -2.764553 1.233260 0.257 0.155 -0.030
N -1.992757 -2.323079 -0.269467 -0.173 -0.330 -0.494
C -3.231570 -1.778193 -0.574003 0.197 0.059 0.272
C -3.540893 -2.074388 -1.845753 -0.211 0.127 -0.140
N -2.504474 -2.810956 -2.370873 0.252 0.118 0.249
C -1.564887 -2.964261 -1.398575 -0.214 0.308 0.253
S -0.099336 -3.804526 -1.577449 0.502 0.254 0.498
C -2.511874 -3.417087 -3.736227 0.097 -0.255 -0.345
C -2.582062 -4.941876 -3.600292 -0.047 0.102 0.059
C -3.760736 -2.940382 -4.474792 -0.011 0.039 0.111
C -1.271142 -2.987961 -4.534590 -0.060 0.053 0.124
N -0.433491 -3.310127 1.693001 0.451 0.121 -0.175
C -0.396482 -4.278765 2.666481 -0.164 -0.084 0.012
C 0.889049 -4.497234 3.000073 -0.061 -0.164 0.147
N 1.668670 -3.661242 2.231119 -0.187 0.127 -0.132
C 0.839842 -2.926891 1.449707 -0.261 -0.186 -0.158
S 1.302797 -1.758075 0.269089 -0.485 -0.413 -0.557
C 3.153799 -3.540343 2.380850 0.331 0.169 -0.037
C 3.456379 -2.175610 3.004079 -0.087 -0.030 -0.031
C 3.859891 -3.698539 1.031471 -0.196 -0.079 0.029
C 3.644097 -4.651962 3.304482 -0.097 0.005 0.040
C -1.521949 -0.711129 2.941152 -0.273 -0.231 0.312
S 0.093953 -0.267920 2.606456 -0.214 0.222 0.328
H -0.771356 1.975466 6.107745 -0.049 -0.052 0.003
H -0.836826 2.090579 4.348598 0.051 0.086 -0.127
H 0.121793 0.822445 5.122760 0.100 -0.020 -0.061
H -1.627144 -0.080925 7.261237 -0.009 -0.013 0.018
H -0.988982 -1.203346 6.049195 0.006 -0.002 0.041
H -2.723039 -1.188625 6.416329 0.003 0.008 0.028
H -2.982697 2.045756 6.375583 0.006 -0.049 0.037
H -4.115594 0.816317 5.837684 0.015 0.086 -0.001
H -3.474070 2.016985 4.688776 -0.064 0.081 -0.081
H -4.373164 -0.631478 4.491116 0.042 -0.067 -0.055
H -4.262504 -2.345511 2.390911 0.020 0.016 -0.005
H -2.598204 -3.652152 1.377301 0.011 -0.070 0.191
H -3.814260 -1.273012 0.172074 0.017 0.136 -0.028
H -4.411312 -1.816017 -2.418069 0.020 0.008 0.062
H -3.456442 -5.243400 -3.020210 -0.003 0.018 -0.015
H -1.689446 -5.339480 -3.120909 0.022 -0.014 0.015
H -2.661922 -5.382796 -4.593788 0.032 -0.004 -0.003
H -4.675250 -3.227487 -3.953404 -0.008 0.006 -0.054
H -3.746141 -1.860004 -4.626747 -0.031 0.027 -0.015
H -3.778522 -3.419255 -5.451306 0.029 0.013 -0.011
H -0.430318 -3.650243 -4.360170 0.077 0.005 0.036
H -0.972947 -1.978848 -4.256222 0.054 0.106 -0.034
H -1.500769 -3.002532 -5.600269 -0.027 -0.022 0.030
H -1.293098 -4.747522 3.031114 0.007 0.009 -0.019
H 1.292816 -5.194262 3.708112 0.022 0.035 -0.036
H 3.113956 -1.369000 2.356938 0.037 0.021 -0.005
H 4.530989 -2.069410 3.151023 0.005 -0.021 -0.009
H 2.960287 -2.074227 3.970829 0.006 -0.019 0.002
H 3.613679 -2.892090 0.351569 0.007 0.069 -0.084
H 3.588134 -4.645040 0.560785 0.025 -0.008 0.019
H 4.936912 -3.686200 1.195428 -0.006 -0.029 0.029
H 3.253375 -4.543975 4.316867 0.032 -0.010 0.009
H 4.729310 -4.598244 3.361638 0.003 0.037 -0.009
H 3.377767 -5.636555 2.917293 0.042 -0.010 0.010
C -5.892683 2.214193 -3.425001 0.078 0.064 0.030
C -5.131824 3.475821 -3.118251 0.050 -0.116 -0.028
C -5.404721 4.657560 -3.796116 -0.010 0.069 -0.010
C -4.708093 5.825412 -3.525984 -0.035 -0.020 0.003
C -3.729143 5.829249 -2.545704 0.035 0.060 -0.002
C -3.455355 4.671038 -1.840457 0.008 -0.074 0.035
C -4.134632 3.496955 -2.140931 0.034 0.176 -0.064
N -3.888371 2.321089 -1.378039 -0.107 -0.148 -0.028
C -2.700408 1.925571 -0.815375 0.083 0.178 -0.393
N -2.782618 1.382227 0.501438 -0.039 -0.044 0.018
C -2.067082 2.317122 1.370295 0.160 -0.038 -0.006
C -0.688503 2.223450 1.317852 -0.349 0.098 0.366
C 0.085306 3.189976 1.931923 0.125 -0.102 -0.075
C -0.544792 4.244220 2.587232 0.041 -0.029 0.010
C -1.929566 4.308176 2.655338 -0.050 0.032 0.033
C -2.727164 3.347841 2.037385 -0.010 -0.048 0.060
C -4.231438 3.436923 2.069874 0.078 0.037 -0.039
N -1.518572 2.029603 -1.286409 -0.273 -0.316 0.497
C -1.109162 2.776203 -2.407155 0.204 0.131 -0.386
C -0.304920 3.888720 -2.158145 -0.039 -0.144 0.139
C 0.085688 4.718814 -3.191152 0.011 0.039 -0.076
C -0.309525 4.428622 -4.488864 0.047 0.008 -0.017
C -1.042112 3.280489 -4.744732 -0.006 0.031 -0.021
C -1.437940 2.426052 -3.721981 -0.053 -0.129 0.182
C -2.167962 1.146328 -4.015682 -0.078 0.113 0.015
H -6.631245 2.395392 -4.202602 -0.036 -0.012 0.018
H -6.419073 1.833427 -2.544829 -0.051 -0.018 -0.030
H -5.219564 1.429165 -3.774207 -0.067 -0.040 0.023
H -6.180137 4.663869 -4.552454 -0.001 -0.040 -0.001
H -4.945412 6.732689 -4.064924 0.026 -0.009 -0.023
H -3.188854 6.737788 -2.314462 0.004 -0.012 0.001
H -2.718720 4.674678 -1.046893 0.014 -0.011 0.011
H -4.718189 1.862038 -1.035193 0.046 0.039 0.162
H -3.744701 1.277531 0.801606 0.000 -0.023 -0.024
H 1.167104 3.131379 1.901253 0.003 0.021 0.016
H 0.046305 5.018645 3.060437 0.019 -0.011 -0.009
H -2.401776 5.135897 3.171427 -0.019 -0.031 0.020
H -4.549483 4.263844 2.702566 -0.022 -0.014 0.003
H -4.682040 2.522479 2.467937 -0.030 0.008 -0.006
H -4.638489 3.611367 1.070421 -0.034 -0.002 0.009
H -0.008311 4.091291 -1.135216 -0.027 0.006 0.004
H 0.694619 5.590076 -2.988848 -0.003 -0.007 0.024
H -0.024731 5.082195 -5.302773 0.008 -0.022 -0.011
H -1.315981 3.037971 -5.764906 0.013 -0.031 0.004
H -2.153169 0.940819 -5.086292 -0.019 -0.039 0.017
H -3.209812 1.199697 -3.690396 0.058 -0.021 -0.004
H -1.688940 0.327166 -3.479758 -0.014 -0.107 -0.002
Br 6.390010 -0.126127 -3.450813 -0.091 -0.004 -0.039
C 4.539973 0.076045 -3.786567 0.048 -0.045 0.018
C 4.076669 0.197982 -5.091188 0.029 -0.037 0.117
N 2.789392 0.347009 -5.371896 -0.082 0.038 -0.225
C 1.916880 0.376957 -4.373496 -0.057 -0.017 0.100
C 2.293102 0.259625 -3.041565 0.022 0.044 0.078
C 3.639983 0.105047 -2.739618 -0.018 0.040 -0.035
C 1.295564 0.330561 -1.932456 0.251 0.065 -0.784
O 1.650539 0.889761 -0.859058 -0.228 -0.067 0.275
O 0.149999 -0.169432 -2.088335 -0.036 0.031 0.187
H 4.760983 0.170968 -5.930781 0.038 0.007 0.040
H 0.876325 0.525201 -4.642876 -0.007 -0.037 0.069
H 3.960803 0.009521 -1.711243 0.025 0.057 0.002
```
Forces are in eV/Å.

Multiplicity   5
Gap between HOMO and LUMO (alpha / beta)   7.62 / 5.21 eV
Charge   +1
Lowest unoccupied orbital energy (alpha / beta)   -1.836 / -4.732 eV
Energy above the lowest of the compared OMol25 structures with the same formula, charge and spin   1.880 eV

---

2.
Formula: C49H59Br2ClN4O10S2Si2
Source: the Open Molecules 2025 dataset
Level of theory: ωB97M-V/def2-TZVPD

```
129
Properties=species:S:1:pos:R:3:forces:R:3
C 3.963389 2.096269 0.094521 -0.052 0.161 0.154
C 4.801943 1.041977 -0.616772 0.216 0.312 0.124
C 4.317099 0.768420 -2.037452 -0.434 0.299 0.479
Cl 5.312459 -0.575125 -2.703714 -0.052 0.024 -0.338
Si 2.500771 0.201217 -2.023797 0.436 -0.953 1.722
O 2.144531 -0.697930 -3.376573 0.090 0.502 0.012
C 2.306991 -0.950720 -0.552745 -1.115 0.486 -0.669
C 0.775424 -1.179506 -0.438306 0.485 0.099 -0.163
O 1.407751 1.425748 -1.780520 0.719 -0.017 -1.664
Si 1.060085 2.464315 -3.055735 -1.478 0.600 0.830
C 0.224700 1.572251 -4.484970 -0.109 -0.778 0.460
C -0.746219 0.451632 -4.006289 -0.166 0.651 -1.030
C -2.101899 0.874597 -3.407349 0.503 -0.982 0.925
C -2.159426 0.320600 -1.971812 -0.287 0.008 -0.584
C -3.561723 0.162160 -1.404106 1.097 -0.298 0.521
O -3.491842 0.322082 0.041217 -0.742 0.332 -0.280
C -3.870942 -0.793751 0.702573 -0.182 -0.099 0.714
C -5.126453 -0.623797 1.519000 0.525 0.356 -0.609
O -3.241633 -1.812028 0.663399 0.203 -0.521 -0.267
C -0.234580 3.678222 -2.379061 0.550 -0.297 -0.371
C -0.605595 4.567067 -3.560657 -0.311 0.782 0.291
C -1.281272 5.942655 -3.327233 0.165 -0.745 0.042
S -0.541740 7.113923 -2.152234 0.281 0.136 0.299
C -1.618921 7.101061 -0.726423 -0.156 -0.237 -0.416
S -2.470144 8.410734 -0.343382 -0.104 0.466 -0.075
N -1.681203 5.905936 0.056853 -0.371 0.531 0.188
C -0.745871 5.905557 1.150272 0.454 -0.546 -0.346
C -0.337491 4.671274 1.632926 -0.076 -0.344 -0.124
C 0.527033 4.584159 2.697709 0.195 -0.240 0.227
C 1.035647 5.721070 3.299194 -0.091 -0.052 -0.178
C 0.650617 6.944157 2.799290 0.363 0.139 0.410
C -0.228706 7.041854 1.738370 -0.136 0.496 -0.185
C -3.022656 5.546996 0.423554 0.167 -0.143 -0.129
C -3.408892 5.215539 1.707612 0.164 0.043 -0.246
C -4.727801 4.872046 1.930418 -0.320 -0.246 0.981
C -5.675677 4.856021 0.938677 -0.326 0.053 -0.553
C -5.287311 5.182950 -0.349590 0.188 0.033 0.016
C -3.974154 5.506385 -0.584902 0.205 -0.032 -0.573
C 2.539967 3.537826 -3.527752 0.390 0.321 0.268
Br 2.808757 5.056556 -2.379335 -0.151 -0.251 -0.054
C 3.403462 3.334284 -4.520453 -0.112 -0.346 0.192
C 3.309324 2.149123 -5.446762 0.315 0.710 -0.458
Br 4.873655 4.485543 -4.855062 -0.060 -0.094 -0.069
H 4.583594 2.685591 0.763248 0.100 0.084 0.079
H 3.182300 1.662372 0.706690 -0.292 -0.134 0.031
H 3.489645 2.787941 -0.597822 -0.001 0.115 -0.079
H 4.847428 0.127354 -0.034149 0.021 -0.173 -0.007
H 5.816808 1.428699 -0.681892 0.224 -0.170 -0.090
H 4.498978 1.688131 -2.588141 0.115 -0.162 -0.471
H 2.829070 -1.374883 -3.445728 -0.004 -0.097 -0.294
H 2.809823 -1.887991 -0.770150 0.267 -0.112 0.239
H 2.653515 -0.505900 0.372944 0.351 -0.186 0.132
H 0.529190 -2.018815 0.198319 -0.041 -0.046 0.168
H 0.309417 -0.276790 -0.054193 -0.187 0.017 0.090
H 0.351052 -1.368178 -1.423811 -0.146 -0.117 -0.047
H -0.360784 2.266550 -5.084915 0.132 0.270 -0.072
H 0.897223 1.055114 -5.161023 0.288 0.178 -0.007
H -0.969508 -0.091770 -4.923039 0.012 -0.281 -0.028
H -0.236232 -0.251894 -3.361082 0.108 0.003 0.132
H -2.286165 1.943042 -3.441088 -0.087 0.173 -0.110
H -2.879166 0.333472 -3.944540 -0.237 0.330 -0.287
H -1.511397 0.858758 -1.285625 -0.046 0.254 0.077
H -1.749543 -0.682695 -2.048291 0.155 -0.117 0.265
H -3.850471 -0.873089 -1.558755 -0.419 0.000 -0.412
H -4.294385 0.846977 -1.820730 -0.079 0.208 0.160
H -4.894261 0.101648 2.291213 -0.205 0.085 0.273
H -5.866002 -0.187093 0.853857 -0.263 0.086 0.110
H -5.463638 -1.570274 1.912910 -0.027 -0.097 0.207
H 0.230524 4.242068 -1.578116 0.057 0.300 0.152
H -1.080585 3.163032 -1.932412 -0.219 -0.107 -0.059
H -1.287427 4.045472 -4.231284 -0.027 -0.153 -0.103
H 0.289813 4.776332 -4.147932 0.135 0.004 -0.104
H -1.222371 6.458809 -4.282156 -0.037 0.285 -0.027
H -2.340993 5.842122 -3.120809 -0.104 -0.043 0.217
H -0.706292 3.765328 1.175220 -0.108 -0.048 -0.131
H 0.826658 3.618573 3.061038 0.052 -0.322 0.049
H 1.732807 5.648976 4.116500 0.080 -0.003 0.154
H 1.058755 7.830033 3.260133 -0.058 0.253 -0.089
H -0.494460 8.023130 1.385063 -0.083 0.084 -0.070
H -2.697141 5.215240 2.512759 0.038 0.046 0.207
H -5.026996 4.621498 2.939883 0.009 -0.026 0.067
H -6.707550 4.600317 1.112077 -0.105 -0.074 0.313
H -5.979153 5.194457 -1.176527 -0.186 -0.070 -0.028
H -3.662545 5.735235 -1.590934 -0.005 0.083 -0.133
H 3.290806 1.194942 -4.931826 -0.085 -0.106 0.112
H 2.428665 2.279769 -6.066788 -0.210 -0.228 -0.052
H 4.152356 2.181065 -6.125920 0.186 -0.250 -0.029
C -1.600496 -6.517918 2.700853 0.010 0.011 -0.002
C -0.413936 -6.973088 3.261107 -0.091 0.060 -0.064
C 0.783911 -6.350573 2.950853 0.096 -0.168 0.157
C 0.771897 -5.274995 2.082340 -0.154 -0.076 0.067
C -0.398534 -4.812545 1.509449 -0.113 0.156 -0.143
C -1.591723 -5.441761 1.823553 0.031 -0.099 0.047
N 2.036383 -4.593189 1.769945 0.097 0.052 -0.010
O 3.057946 -5.023376 2.271528 -0.039 -0.166 0.082
O 1.995573 -3.632950 1.031892 -0.012 -0.080 -0.026
H -2.535294 -7.002591 2.950249 -0.044 0.000 0.002
H -0.422656 -7.811574 3.943435 0.021 -0.008 0.008
H 1.708157 -6.700449 3.385582 0.068 0.102 -0.049
H -0.390206 -3.972893 0.830495 0.092 0.024 0.016
H -2.515676 -5.089064 1.386693 0.067 0.025 -0.012
C -5.281428 -5.351053 2.058496 -0.008 0.019 -0.013
C -4.742677 -4.365904 2.876732 -0.126 -0.120 -0.049
C -4.838405 -4.488234 4.254177 0.150 0.260 -0.016
C -5.466653 -5.597332 4.788479 0.030 0.015 -0.183
C -6.013175 -6.582330 3.987972 -0.108 -0.223 -0.053
C -5.918800 -6.453823 2.611946 0.083 0.090 -0.050
N -5.547448 -5.738813 6.251857 -0.021 0.004 0.079
O -5.077192 -4.849491 6.929890 0.023 0.046 0.002
O -6.077389 -6.738198 6.691636 -0.025 -0.045 -0.011
H -5.201603 -5.258088 0.982866 -0.014 0.011 -0.015
H -4.248056 -3.510931 2.434024 0.054 0.006 0.032
H -4.423966 -3.726136 4.897258 -0.021 -0.074 0.112
H -6.504748 -7.439313 4.423353 0.028 0.042 0.126
H -6.339072 -7.216398 1.970751 -0.014 -0.012 0.014
C 7.554961 -6.931121 1.149200 -0.009 0.003 -0.002
C 8.633842 -6.120527 0.821118 -0.109 -0.052 0.026
C 8.445704 -4.763406 0.618247 0.245 -0.004 -0.029
C 7.174037 -4.236916 0.752151 0.024 -0.227 0.026
C 6.086462 -5.029474 1.071260 -0.223 0.056 -0.010
C 6.283672 -6.386441 1.269541 0.147 -0.037 -0.019
N 6.981445 -2.789211 0.559415 0.021 0.056 -0.028
O 7.955101 -2.128570 0.258922 0.058 0.024 -0.016
O 5.866260 -2.339593 0.717468 -0.120 -0.022 0.019
H 7.706211 -7.990296 1.311922 0.002 -0.005 -0.007
H 9.623281 -6.545972 0.725973 0.015 0.016 -0.010
H 9.282032 -4.130043 0.363241 -0.079 0.108 0.005
H 5.096551 -4.609509 1.167693 0.052 0.142 0.017
H 5.442887 -7.017931 1.521663 -0.032 0.031 0.008
```
Forces are in eV/Å.

Gap between HOMO and LUMO   7.56 eV
Charge   0
Lowest unoccupied orbital energy   -0.645 eV

---

no.,largest force on an atom (eV/A)
1,0.8
2,2.0